This record from the Open Molecules 2025 dataset describes a structure of composition C30H35BrGeN6O2RuS. The level of theory is ωB97M-V/def2-TZVPD.

The geometry in XYZ format:
```
77
Properties=species:S:1:pos:R:3:lowdin_charge:R:1
Ru 0.17 1.73 0.35 1.107
N -0.11 0.26 2.36 -0.028
C -0.75 0.94 3.49 -0.257
C -2.16 1.41 3.10 -0.209
C -2.44 2.88 3.44 -0.209
C -1.44 3.85 2.82 -0.275
N -1.24 3.59 1.39 -0.039
H -0.57 -0.61 2.13 0.054
H 0.86 0.07 2.54 0.065
H -0.11 1.79 3.73 0.088
H -0.80 0.31 4.39 0.106
H -2.92 0.78 3.56 0.102
H -2.25 1.29 2.02 0.084
H -2.43 3.03 4.52 0.108
H -3.45 3.12 3.09 0.104
H -0.46 3.76 3.29 0.091
H -1.79 4.87 3.02 0.102
H -0.63 4.29 0.99 0.049
H -2.10 3.60 0.86 0.063
N 2.64 1.01 0.38 -0.040
N 3.23 1.31 1.61 -0.032
C 2.70 2.43 2.32 -0.757
O 3.47 2.98 3.11 -0.022
O 1.48 2.71 2.09 -0.177
H 2.64 0.02 0.20 0.056
H 3.08 1.50 -0.40 0.077
H 4.24 1.34 1.62 0.112
Br 3.14 7.18 -3.21 0.734
C 2.41 5.72 -2.25 -0.697
C 1.93 4.63 -2.94 -0.098
C 1.40 3.58 -2.20 -0.123
N 1.36 3.58 -0.87 0.003
C 1.83 4.65 -0.22 -0.123
C 2.37 5.75 -0.88 -0.100
H 1.94 4.58 -4.02 0.105
H 0.97 2.71 -2.69 0.100
H 1.81 4.59 0.86 0.102
H 2.75 6.59 -0.32 0.103
S -2.23 1.70 -3.83 0.397
C -1.80 2.04 -2.29 -1.040
N -1.46 2.26 -1.19 -0.085
C 0.17 -0.17 -0.87 -0.337
Ge -0.23 -2.02 -0.93 0.845
C -0.38 -2.89 0.84 -0.287
C -1.51 -3.61 1.22 -0.103
C -1.56 -4.26 2.45 -0.098
C -0.48 -4.22 3.31 -0.108
C 0.67 -3.52 2.94 -0.097
C 0.71 -2.87 1.71 -0.134
C 1.17 -3.09 -1.83 -0.274
C 1.09 -4.48 -1.92 -0.118
C 2.09 -5.22 -2.54 -0.102
C 3.19 -4.58 -3.08 -0.112
C 3.29 -3.19 -3.00 -0.101
C 2.29 -2.46 -2.38 -0.113
C -1.92 -2.37 -1.85 -0.273
C -3.10 -1.78 -1.37 -0.121
C -4.30 -1.93 -2.04 -0.094
C -4.36 -2.67 -3.22 -0.106
C -3.20 -3.25 -3.72 -0.099
C -1.99 -3.10 -3.04 -0.103
H 0.43 0.13 -1.90 -0.073
H -2.37 -3.65 0.56 0.088
H -2.46 -4.81 2.73 0.095
H -0.52 -4.73 4.26 0.093
H 1.52 -3.49 3.60 0.098
H 1.61 -2.33 1.43 0.098
H 0.23 -5.00 -1.49 0.103
H 2.00 -6.30 -2.60 0.094
H 3.98 -5.15 -3.56 0.092
H 4.16 -2.69 -3.42 0.094
H 2.36 -1.38 -2.32 0.081
H -3.06 -1.18 -0.47 0.102
H -5.20 -1.45 -1.66 0.097
H -5.29 -2.77 -3.75 0.093
H -3.23 -3.81 -4.64 0.094
H -1.09 -3.54 -3.45 0.088
```

Values from the calculation:
* calculated total energy: -6787.1785 Ha
* LUMO level (alpha / beta): 2.2 / 2.2 eV
* molar mass: 797.3 g mol⁻¹
* total charge: -1
* frontier orbital gap (alpha / beta): 5.80 / 6.51 eV
* spin multiplicity: 6

---

This record from the Open Molecules 2025 dataset describes a structure of composition C33H33N6O4Ru in a non-equilibrium geometry. The level of theory is ωB97M-V/def2-TZVPD.

The geometry in XYZ format:
```
77
Properties=species:S:1:pos:R:3:lowdin_charge:R:1
Ru 0.70 0.35 0.68 1.578
C 1.77 -4.02 -0.80 -0.014
O 0.36 -3.94 -0.47 0.075
C 0.15 -2.71 -0.03 -0.312
N 1.16 -1.94 0.12 0.085
C 2.37 -2.70 -0.24 -0.228
C 3.28 -2.03 -1.25 -0.208
C 2.82 -1.06 -2.13 -0.059
C 3.66 -0.54 -3.10 -0.073
C 4.97 -0.98 -3.19 -0.070
C 5.44 -1.95 -2.31 -0.058
C 4.60 -2.47 -1.35 -0.028
C -1.20 -2.27 0.34 -0.161
C -2.24 -3.11 0.69 0.062
C -3.42 -2.52 1.15 0.020
C -3.50 -1.14 1.25 0.062
C -2.40 -0.39 0.85 -0.171
N -1.29 -0.95 0.39 0.082
C -2.33 1.07 0.91 -0.324
N -1.29 1.71 0.51 0.083
C -1.60 3.15 0.62 -0.226
C -2.99 3.16 1.30 -0.024
O -3.36 1.76 1.36 0.067
C -0.61 4.05 1.35 -0.200
C 0.50 3.60 2.05 -0.055
C 1.35 4.49 2.69 -0.059
C 1.09 5.85 2.64 -0.063
C -0.03 6.31 1.96 -0.054
C -0.87 5.42 1.32 -0.037
H 1.86 -4.07 -1.88 0.144
H 2.19 -4.92 -0.35 0.143
H 2.93 -2.87 0.68 0.140
H 1.79 -0.73 -2.07 0.089
H 3.29 0.20 -3.80 0.108
H 5.63 -0.58 -3.95 0.113
H 6.46 -2.30 -2.39 0.115
H 4.96 -3.23 -0.67 0.127
H -2.14 -4.18 0.63 0.139
H -4.26 -3.14 1.44 0.134
H -4.39 -0.65 1.62 0.139
H -1.68 3.53 -0.41 0.144
H -3.75 3.69 0.73 0.141
H -2.96 3.55 2.32 0.143
H 0.71 2.54 2.11 0.054
H 2.21 4.12 3.24 0.113
H 1.75 6.54 3.14 0.115
H -0.25 7.37 1.93 0.116
H -1.74 5.78 0.79 0.125
C 1.12 4.03 -2.24 0.032
C 0.67 2.64 -1.90 -0.557
N -0.31 2.11 -2.64 0.211
O 1.19 2.02 -0.96 -0.119
H 0.45 4.53 -2.93 0.092
H 2.12 3.99 -2.68 0.102
H 1.20 4.61 -1.32 0.095
H -0.72 2.59 -3.43 0.127
H -0.64 1.19 -2.42 0.113
C -0.07 0.57 3.90 -0.186
O 0.29 0.05 2.66 -0.405
H -0.21 -0.24 4.62 0.091
H -1.01 1.14 3.84 0.083
H 0.70 1.23 4.30 0.090
N 5.07 0.88 0.33 0.168
C 3.80 1.28 0.13 -0.142
N 2.96 0.64 0.92 0.009
C 3.72 -0.24 1.68 -0.243
C 3.35 -1.13 2.69 -0.034
C 4.35 -1.87 3.29 -0.062
C 5.69 -1.73 2.89 -0.060
C 6.07 -0.85 1.90 0.003
C 5.06 -0.10 1.31 -0.187
H 5.88 1.24 -0.14 0.176
H 3.51 2.04 -0.57 0.127
H 2.31 -1.22 2.97 0.092
H 4.11 -2.56 4.08 0.114
H 6.44 -2.32 3.39 0.116
H 7.11 -0.74 1.61 0.122
```

Values from the calculation:
* calculated total energy: -2001.2285 Ha
* LUMO level (alpha / beta): -5.9 / -7.0 eV
* molar mass: 678.7 g mol⁻¹
* total charge: +2
* frontier orbital gap (alpha / beta): 7.85 / 6.73 eV
* spin multiplicity: 6

---

This record from the Open Molecules 2025 dataset describes the molecule CHF3O in a non-equilibrium geometry. The level of theory is ωB97M-V/def2-TZVPD.

The geometry in XYZ format:
```
6
Properties=species:S:1:pos:R:3:lowdin_charge:R:1
O 1.08 0.46 -0.02 0.015
C -0.30 -0.10 0.18 -0.680
F -0.35 -0.57 1.45 0.142
F -0.45 -1.07 -0.71 0.175
F -1.17 0.87 0.16 0.183
H 1.20 0.40 -1.07 0.164
```

Values from the calculation:
* calculated total energy: -413.5439 Ha
* LUMO level: 0.6 eV
* SMILES string: OC(F)(F)F
* molar mass: 86.0 g mol⁻¹
* total charge: 0
* frontier orbital gap: 12.96 eV